The following is a quantum chemistry calculation of a 7-piece molecular cluster, C5H24N2O7 overall at a distorted geometry, from the Open Molecules 2025 dataset.

Summary:
Maximum force (eV/Å): 5.6
Highest occupied orbital energy (eV): -9.29
Relative energy (zero: lowest compared OMol25 entry of this formula, charge and spin) (eV): 4.392
LUMO energy (eV): 0.4
Frontier orbital gap (hartree): 0.356
Structure (SMILES): CN[C@H](C=O)CCN.O.O.O.O.O.O

The geometry in XYZ format:
```
38
Properties=species:S:1:pos:R:3:lowdin_charge:R:1
C 2.642 -1.260 -1.080 -0.11
N 1.400 -1.076 -0.271 -0.07
C 0.149 -0.861 -1.079 -0.28
C -0.511 0.556 -1.002 -0.17
O 0.068 1.517 -0.516 0.01
C -0.825 -1.833 -0.400 -0.18
C -1.042 -1.722 1.105 -0.25
N -1.918 -0.557 1.362 0.02
H 3.166 -0.322 -1.495 0.08
H 2.537 -1.890 -2.058 0.10
H 3.343 -1.661 -0.230 0.10
H 1.449 -0.329 0.342 0.03
H 0.173 -1.230 -2.121 0.13
H -1.518 0.603 -1.406 0.11
H -1.874 -1.810 -0.887 0.14
H -0.675 -2.989 -0.556 0.15
H -0.070 -1.630 1.610 0.06
H -1.473 -2.627 1.503 0.11
H -2.490 -0.333 0.606 0.03
H -2.415 -0.632 2.272 0.11
O 2.164 3.107 0.838 -0.03
H 1.756 2.263 0.791 -0.05
H 2.257 3.445 -0.011 -0.01
O -3.569 1.565 -0.926 0.00
H -3.660 2.156 -1.571 -0.03
H -3.188 2.031 -0.206 -0.04
O 0.671 0.172 -3.618 0.00
H 0.641 1.089 -3.807 0.05
H 1.522 -0.154 -3.564 0.00
O 1.850 -1.637 2.795 -0.04
H 2.671 -1.933 2.529 0.00
H 1.289 -1.756 1.960 0.02
O -2.235 2.792 1.020 -0.02
H -2.277 2.375 1.910 0.09
H -1.365 2.507 0.867 -0.01
O 0.648 0.979 1.672 -0.05
H 0.977 0.319 2.223 0.00
H -0.267 0.764 1.400 0.02
```